Here is a structure of composition C34H36F4FeN6O4S from the Open Molecules 2025 dataset. Energies are from ωB97M-V/def2-TZVPD.

The geometry in XYZ format:
```
86
Properties=species:S:1:pos:R:3:forces:R:3
Fe -0.14521 -0.06230 0.16349 0.07 -0.04 0.05
S 2.29983 -0.71678 0.44592 -0.03 -0.16 0.01
F -1.39565 3.42579 -2.98984 0.01 0.00 -0.01
F 3.23843 1.05851 -4.44404 0.00 0.00 0.00
F -0.19319 4.18744 -5.16016 0.00 0.00 0.00
F 2.14581 0.34287 -2.17959 0.03 -0.02 0.06
O 5.10574 -1.03618 6.62312 0.01 -0.01 -0.01
O -3.57236 -3.59280 5.01597 0.00 0.00 0.00
O -6.98860 -1.36659 -0.30657 0.00 0.00 0.02
O 6.27875 0.66489 5.84098 0.00 0.01 0.00
N -0.72240 -1.51357 1.54874 0.01 0.00 -0.09
N -0.11108 -1.44491 -1.33855 -0.25 0.01 -0.02
N -0.22558 1.55427 1.59452 0.12 0.07 0.06
N -2.17096 -0.13488 -0.07692 -0.07 0.15 -0.01
N -0.15701 1.58380 -1.12095 0.06 0.12 0.04
N -0.31347 -2.74626 -1.08424 0.14 -0.01 0.01
C 0.07993 -2.33428 2.23145 -0.05 0.05 0.08
C 4.02510 -1.56893 4.03920 -0.01 -0.01 0.00
C 2.11438 1.68872 -4.06238 -0.02 0.02 0.00
C 1.10477 2.22471 1.61216 -0.03 -0.05 -0.03
C 3.33788 -1.68999 2.84590 0.01 -0.05 0.02
C -4.94929 -0.07908 -0.08058 -0.01 0.01 -0.03
C 0.42552 3.25583 -4.41085 0.01 0.01 -0.01
C -0.55457 -2.55624 -3.24310 0.03 0.00 -0.01
C -4.22158 0.47622 -1.12044 0.01 0.01 0.03
C 0.37680 1.92310 -2.33062 -0.04 -0.02 -0.03
C 4.56578 0.69450 3.49308 0.00 -0.03 0.01
C -2.55671 -2.28488 2.87225 -0.04 0.03 0.01
C -0.56580 -3.45064 -2.20136 0.05 -0.02 0.01
C -0.26556 -1.31834 -2.64755 -0.04 -0.02 -0.05
C 0.32835 0.57760 3.85597 0.01 0.02 0.01
C -4.24926 -0.71683 0.93611 -0.01 -0.06 0.01
C 1.58913 2.68066 -4.86812 0.00 -0.02 0.01
C -0.87154 2.70513 -0.49646 0.02 0.00 0.02
C 3.86524 0.57258 2.30765 0.01 -0.01 0.02
C -0.68073 1.30024 2.98025 -0.02 -0.02 -0.03
C -0.36989 -3.13619 3.26218 -0.01 0.02 -0.03
C 1.19367 3.54725 2.36455 0.01 0.01 -0.01
C 5.33432 -0.29873 5.70372 0.00 0.00 0.01
C -1.71209 -3.09241 3.61612 0.01 -0.03 0.02
C -2.22365 -3.92686 4.75592 0.00 0.00 -0.01
C 1.54576 1.32432 -2.86115 0.01 -0.03 0.00
C -1.20948 2.43938 0.96143 -0.04 -0.02 0.00
C -6.45710 -0.07089 -0.07489 0.00 -0.01 0.01
C -2.03246 -1.52722 1.83589 0.03 -0.04 -0.02
C 3.18448 -0.60869 1.96366 0.03 0.15 -0.05
C -2.83660 0.43152 -1.08028 -0.02 -0.01 0.02
C -0.17013 2.88397 -3.22172 -0.02 0.00 -0.03
C 4.63672 -0.37045 4.39111 0.01 0.03 -0.02
C -2.86755 -0.74860 0.89427 0.02 -0.01 -0.02
H 5.03310 1.64873 3.71574 0.00 0.00 0.00
H -4.79024 -1.20429 1.73560 -0.01 0.00 -0.01
H 4.10956 -2.40998 4.71543 0.00 0.00 0.00
H -0.25954 3.61620 -0.56215 0.01 -0.01 0.00
H 2.04928 2.96939 -5.79999 0.00 0.00 0.00
H 0.50566 4.30659 1.99161 0.02 0.00 -0.01
H -3.60943 -2.26069 3.10806 0.01 0.00 0.00
H -0.71110 -4.51675 -2.16838 -0.01 0.00 0.00
H -2.18806 1.97126 1.06520 -0.01 -0.04 -0.01
H 2.94000 -2.66069 2.57729 -0.03 0.02 -0.02
H 1.03341 3.43689 3.43841 -0.02 0.00 0.00
H -3.87785 -4.09552 5.77589 0.00 -0.01 -0.01
H 6.43806 1.09056 4.99072 -0.01 0.00 0.00
H 1.41047 2.34880 0.57551 -0.02 -0.02 -0.01
H -0.16885 0.19517 4.74879 0.00 -0.01 -0.01
H 1.13070 1.23872 4.18353 0.00 0.01 0.02
H 1.79336 1.51263 2.04471 -0.01 0.03 0.01
H -1.61159 0.73418 2.91417 0.01 -0.03 0.00
H -4.71715 0.96138 -1.95158 0.01 0.00 0.00
H 2.20221 3.94030 2.22722 0.01 0.00 0.02
H 3.84139 1.40129 1.61208 0.01 -0.01 0.00
H -0.94599 2.25678 3.44801 -0.01 0.00 -0.01
H -1.81742 2.96184 -0.98198 0.00 0.00 0.03
H -0.16895 -0.35777 -3.12301 -0.01 0.01 0.04
H -0.17163 -3.08611 -0.14913 0.04 0.02 -0.01
H -6.72886 -1.65505 -1.18784 0.00 0.00 0.00
H -0.71038 -2.76080 -4.28700 -0.01 -0.01 0.00
H 0.33156 -3.76709 3.79373 0.01 0.00 -0.01
H -6.82475 0.22376 0.90783 0.00 0.02 -0.01
H -6.82955 0.65295 -0.80547 0.00 -0.01 -0.01
H -1.27818 3.39028 1.50115 -0.02 0.01 -0.02
H 1.11076 -2.29783 1.90568 0.02 -0.02 0.04
H 0.79628 -0.25294 3.33391 0.02 -0.01 -0.02
H -2.12583 -4.98471 4.48487 0.01 0.00 0.01
H -2.21692 0.87922 -1.84577 -0.01 0.02 0.00
H -1.59057 -3.74878 5.63151 -0.01 0.01 0.00
```
Forces are in eV/Å.

gap between HOMO and LUMO (spin up / spin down): 5.925 / 5.926 eV
E_tot: -4008.07772 hartree
HOMO level (spin up / spin down): -6.82 / -6.82 eV
strongest force on any atom: 0.0048 hartree/bohr
ΔE to the lowest compared entry with this formula, charge and spin: 0.000 eV
LUMO energy (spin up / spin down): -0.896 / -0.896 eV
multiplicity: 1

The net atomic charges from Löwdin, expressed in e, are: 0.3528, 0.6922, 0.0448, 0.0854, 0.0782, 0.0162, 0.1092, -0.0514, -0.0419, 0.1066, 0.0425, -0.0418, -0.1953, 0.0602, -0.0535, 0.0287, -0.1411, -0.0167, -0.2248, -0.2484, -0.1182, -0.1756, -0.2327, -0.0410, 0.0254, -0.1993, -0.0303, 0.0647, -0.0816, -0.1098, -0.0516, 0.0618, 0.0481, -0.2204, -0.1287, -0.2205, 0.0180, -0.0583, -0.4881, -0.1649, -0.2027, -0.1921, -0.1889, -0.2086, -0.1834, -0.6585, -0.0747, -0.1462, -0.1567, -0.1727, 0.1120, 0.1261, 0.1192, 0.1256, 0.1287, 0.0683, 0.1148, 0.1171, 0.1060, 0.0914, 0.0695, 0.0967, 0.0895, 0.1093, 0.0865, 0.0768, 0.0407, 0.1018, 0.1237, 0.0822, 0.1031, 0.1199, 0.0999, 0.1043, 0.1314, 0.0945, 0.0979, 0.1282, 0.1282, 0.1212, 0.1158, 0.0266, 0.0487, 0.1345, 0.1116, 0.1339